Entry 1:
Molecular formula: C5H6N3S
Method: DFT, ωB97M-V/def2-TZVPD

The geometry in ORCA input format:
```
! wB97M-V def2-TZVPD RIJCOSX def2/J DEFGRID3
* xyz 1 1
C 1.58870 0.15029 0.63194
C 2.40465 -0.88742 0.97096
C -1.62867 -0.78701 -0.52524
C 0.20821 -1.64169 0.16406
C -1.22231 1.64276 -0.45993
N -1.05273 -1.94947 -0.18169
N -0.88221 0.30378 -0.29617
N 0.38909 -0.30929 0.24338
S 1.60812 -2.43477 0.76300
H 1.72921 1.15472 0.33415
H 3.41902 -0.63149 1.02864
H -2.53538 -0.56675 -1.06978
H -0.69355 2.02694 -1.42448
H -2.28840 1.55231 -0.54923
H -1.04375 2.37708 0.37038
*
```

Results
LUMO energy in Eh: -0.154
Relative energy (zero: lowest compared OMol25 entry of this formula, charge and spin) in kcal/mol: 31.0
Strongest force on any atom in eV/Å: 6.190
Orbital gap in eV: 9.5823

natural (NBO) atomic charge list, values in e, 5 entries:
1. C -0.039
2. C -0.376
3. C 0.292
4. C 0.196
5. C -0.439

---

Entry 2:
Molecular formula: CH3Cl2N4
Method: DFT, ωB97M-V/def2-TZVPD

The geometry in ORCA input format:
```
! wB97M-V def2-TZVPD RIJCOSX def2/J DEFGRID3
* xyz 1 1
C -0.49655 -1.74185 -0.60546
N 0.64107 -1.08284 -0.68467
N -0.81061 0.36101 -0.63338
N -1.45578 -0.81261 -0.56859
N 0.44656 0.19383 -0.65652
Cl -3.19510 -1.12190 -0.55661
Cl 0.92150 1.07006 1.62296
H -0.54311 -2.77198 -0.81205
H -1.28954 1.38490 -0.62749
H 1.85539 1.64769 0.85539
*
```

Results
LUMO energy in Eh: -0.218
Relative energy (zero: lowest compared OMol25 entry of this formula, charge and spin) in kcal/mol: 30.4
Strongest force on any atom in eV/Å: 4.986
Orbital gap in eV: 9.0054

natural (NBO) atomic charge list, values in e, 5 entries:
1. C 0.220
2. N -0.207
3. N -0.119
4. N -0.155
5. N 0.098